No. 1
{"formula": "CH3IN2O3S", "method": "wB97M-V/def2-TZVPD", "energy_ha": -1070.80185, "gap_ev": 8.4674, "smiles": "C[S@](=O)(I)=N[N+](=O)[O-]", "relative_energy_kcal_mol": 77.2, "homo_energy_ha": -0.3732, "species": ["C", "S", "O", "I", "N", "N", "O", "O", "H", "H", "H"], "coordinates": [[-1.612, -0.950, -0.029], [0.004, -0.258, -0.484], [0.103, -0.104, -1.889], [1.441, -2.212, 0.304], [0.205, 0.970, 0.448], [1.593, 1.770, 0.314], [2.334, 1.386, -0.528], [1.728, 2.518, 1.208], [-1.358, -1.578, 0.841], [-2.205, -0.249, 0.603], [-2.233, -1.293, -0.788]], "forces_ev_per_a": [[0.91, 1.67, 4.33], [-0.25, 0.46, 1.03], [0.27, -0.40, -1.37], [-0.23, 0.62, -0.42], [0.81, 0.54, 0.06], [-2.38, -3.05, 0.74], [0.67, 0.30, -0.81], [0.14, 1.09, 0.21], [-0.14, -0.81, -1.07], [0.54, 0.55, -1.06], [-0.33, -0.97, -1.64]], "mulliken_charge": [-0.861, 0.729, -0.520, 0.018, -0.449, 1.040, -0.485, -0.516, 0.373, 0.342, 0.329]}

No. 2
{"formula": "C3H3Br2NO2", "method": "wB97M-V/def2-TZVPD", "energy_ha": -5469.33921, "gap_ev": 9.5270, "smiles": "N#C[C@H](Br)C(O)(O)Br", "relative_energy_kcal_mol": 8.8, "homo_energy_ha": -0.3676, "species": ["N", "C", "C", "Br", "C", "O", "O", "Br", "H", "H", "H"], "coordinates": [[-0.508, -2.605, -0.689], [-0.586, -1.659, -0.046], [-0.691, -0.413, 0.573], [-2.511, 0.155, 0.562], [0.366, 0.565, -0.078], [0.468, 0.656, -1.369], [0.302, 1.756, 0.481], [2.303, -0.411, 0.797], [-0.318, -0.230, 1.654], [0.293, -0.241, -1.876], [0.883, 2.427, -0.010]], "forces_ev_per_a": [[-0.02, -0.16, -0.12], [0.32, -1.82, -0.43], [2.23, 3.13, 2.73], [-0.55, 0.47, -0.30], [-0.30, -0.62, 1.08], [-0.24, -2.60, -3.10], [1.03, 1.74, -0.14], [-1.11, 0.49, -0.66], [-0.89, -1.41, -1.55], [0.62, 2.28, 1.63], [-1.10, -1.48, 0.85]], "mulliken_charge": [-0.375, 0.261, -0.032, -0.037, 0.284, -0.516, -0.440, -0.307, 0.361, 0.398, 0.401]}

No. 3
{"formula": "C4H14N3", "method": "wB97M-V/def2-TZVPD", "energy_ha": -324.83507, "gap_ev": 11.1266, "total_charge": 1, "relative_energy_kcal_mol": 18.7, "homo_energy_ha": -0.5288, "species": ["C", "C", "H", "H", "H", "H", "H", "H", "C", "C", "N", "N", "N", "H", "H", "H", "H", "H", "H", "H", "H"], "coordinates": [[-1.706, -1.515, 2.854], [-0.297, -1.915, 2.549], [-2.045, -0.582, 2.369], [-2.415, -2.174, 2.348], [-1.884, -1.284, 3.898], [-0.081, -2.621, 1.736], [0.082, -2.538, 3.359], [0.427, -1.098, 2.451], [-0.275, 1.090, 0.600], [0.578, 0.674, -1.635], [0.643, -0.094, -2.737], [-0.293, 0.367, -0.687], [1.446, 1.702, -1.578], [0.231, -1.011, -2.738], [1.489, -0.083, -3.296], [-0.363, -0.629, -0.548], [1.097, 2.529, -1.143], [2.017, 1.796, -2.415], [-1.103, 0.628, 1.121], [-0.571, 2.124, 0.401], [0.681, 1.122, 1.116]], "forces_ev_per_a": [[-1.12, 1.08, -1.54], [1.63, -0.73, 0.35], [0.59, 0.08, 0.01], [-0.09, -0.54, 0.98], [-0.17, -0.68, 0.19], [-0.75, 0.44, -0.45], [0.07, 0.23, 0.38], [-0.22, 0.05, 0.10], [-0.95, 0.74, -0.89], [0.87, -0.57, -1.19], [0.55, -0.51, 0.10], [1.03, 0.34, 0.87], [-0.66, -0.66, -0.42], [-0.37, -0.05, 0.13], [-0.20, 0.30, 0.02], [-0.56, -0.23, -0.24], [0.31, 0.65, 0.38], [-0.24, 0.52, 0.41], [0.32, 0.16, 0.70], [-0.05, -0.09, 0.09], [0.01, -0.52, 0.02]], "mulliken_charge": [-0.806, -0.821, 0.223, 0.265, 0.325, 0.299, 0.339, 0.201, -0.863, 0.653, -0.428, -0.202, -0.368, 0.255, 0.225, 0.308, 0.252, 0.233, 0.097, 0.422, 0.393]}

No. 4
{"formula": "C3H9FSi", "method": "wB97M-V/def2-TZVPD", "energy_ha": -508.96922, "spin_multiplicity": 3, "gap_ev": [8.5207, 10.0237], "relative_energy_kcal_mol": 16.8, "homo_energy_ha": [-0.2737, -0.3890], "species": ["C", "C", "C", "F", "Si", "H", "H", "H", "H", "H", "H", "H", "H", "H"], "coordinates": [[0.419, 0.127, 2.777], [-1.630, 0.188, 0.144], [0.505, -0.430, -2.856], [-1.321, -1.962, 1.832], [-0.353, -0.821, 1.259], [0.942, -0.516, 3.411], [1.000, 1.063, 2.524], [-0.547, 0.262, 3.203], [-1.032, 1.171, 0.098], [-1.713, -0.209, -0.924], [-2.597, 0.403, 0.681], [1.378, -0.978, -3.183], [-0.054, 0.050, -3.676], [0.133, -0.395, -1.913]], "forces_ev_per_a": [[-0.53, 0.77, -2.70], [1.67, 1.04, 0.26], [0.54, 0.31, -3.77], [-0.06, -0.54, 0.67], [-0.13, 0.80, -1.01], [1.06, -1.04, 0.84], [-0.95, -1.07, 0.36], [-0.75, 1.01, 0.99], [-1.10, -1.00, -0.29], [-0.21, 0.48, 1.71], [0.90, -0.44, -0.76], [-0.02, -0.04, 0.47], [0.26, -0.22, 0.67], [-0.69, -0.06, 2.57]], "mulliken_charge": [-0.904, -0.874, -0.437, -0.257, 0.360, 0.302, 0.306, 0.261, 0.261, 0.220, 0.317, 0.293, 0.265, -0.111]}